(1)
ORCA calculation (wB97M-V/def2-TZVPD) on a molecular structure, C2H2EuO2 at a distorted geometry.

## Properties
LUMO (alpha / beta) in hartree: -0.530 / -0.421
Energy above the lowest of the compared OMol25 structures with the same formula, charge and spin in eV: 3.038
Kohn-Sham gap (alpha / beta) in eV: 3.771 / 7.935
Total energy in a.u.: -937.2602
Charge: +2
E_HOMO (alpha / beta) in Ha: -0.669 / -0.713
Spin multiplicity: 8
<S²>: 16.17

Geometry as XYZ:
```
7
Properties=species:S:1:pos:R:3:forces:R:3
C 1.42385 -0.20535 2.20783 -0.4 -0.1 0.7
C 1.48745 -0.60749 3.34231 0.4 0.0 -0.3
O -2.38745 -1.72435 -0.09100 1.4 1.3 -0.4
Eu -0.76247 -0.36412 -0.57527 -1.3 -1.4 0.6
H 1.70479 -0.96598 4.33263 -0.1 0.0 -0.1
O 1.08034 0.26114 1.01822 -0.4 0.1 -0.8
H 1.59279 1.05087 0.77128 0.4 0.2 0.3
```
Positions in Å, forces in eV/Å.

Mulliken atomic charge list, values in e, 2 entries:
1 C 0.11
2 C -0.02

---

(2)
ORCA calculation (wB97M-V/def2-TZVPD) on C2H2F2 in the gas phase at a distorted geometry.

## Properties
LUMO in hartree: 0.038
Energy above the lowest of the compared OMol25 structures with the same formula, charge and spin in eV: 1.197
Kohn-Sham gap in eV: 11.197
Structure (SMILES): F/C=C\F
Total energy in a.u.: -277.0657
Charge: 0
E_HOMO in Ha: -0.374

Geometry as XYZ:
```
6
Properties=species:S:1:pos:R:3:forces:R:3
F -0.86275 -0.05458 -1.43891 -0.2 -0.5 0.0
C -0.53647 -0.32162 -0.18220 -4.9 -2.8 0.7
C 0.48156 0.13747 0.37555 4.5 3.1 0.1
F 1.17395 0.80200 -0.56619 2.1 1.4 -0.3
H -1.17944 -0.89224 0.46831 -0.9 -0.3 -0.7
H 0.92315 0.32897 1.34343 -0.6 -0.9 0.2
```
Positions in Å, forces in eV/Å.

natural (NBO) atomic charge list, values in e, 2 entries:
1 F -0.30
2 C 0.16

---

(3)
ORCA calculation (wB97M-V/def2-TZVPD) on a molecular structure, C2H2F2I2O at a distorted geometry.

## Properties
LUMO (alpha / beta) in hartree: -0.049 / -0.049
Energy above the lowest of the compared OMol25 structures with the same formula, charge and spin in eV: 3.875
Kohn-Sham gap (alpha / beta) in eV: 7.271 / 7.278
Total energy in a.u.: -947.6137
Charge: 0
E_HOMO (alpha / beta) in Ha: -0.316 / -0.316

Geometry as XYZ:
```
9
Properties=species:S:1:pos:R:3:forces:R:3
C 0.54426 -0.30949 -1.28730 -2.2 -0.9 1.2
C 0.13689 0.46376 1.28284 1.6 -2.1 0.0
O -0.62312 0.08562 -1.57534 -1.0 0.0 1.1
F 0.69045 1.43042 1.99379 -0.2 0.2 -0.2
F 0.31401 -0.67651 2.08709 -0.5 1.3 -1.0
I 1.06466 -2.37864 -1.15116 -0.3 0.8 0.2
I -2.06999 0.79752 1.04847 -0.4 0.1 0.1
H 1.26160 0.29178 -1.71585 2.3 1.1 -0.4
H -1.31876 0.29555 -0.68255 0.6 -0.5 -1.1
```
Positions in Å, forces in eV/Å.

natural (NBO) atomic charge list, values in e, 2 entries:
1 C 0.21
2 C 0.44

---

Copy entry 3 word for word.
ORCA calculation (wB97M-V/def2-TZVPD) on a molecular structure, C2H2F2I2O at a distorted geometry.

## Properties
LUMO (alpha / beta) in hartree: -0.049 / -0.049
Energy above the lowest of the compared OMol25 structures with the same formula, charge and spin in eV: 3.875
Kohn-Sham gap (alpha / beta) in eV: 7.271 / 7.278
Total energy in a.u.: -947.6137
Charge: 0
E_HOMO (alpha / beta) in Ha: -0.316 / -0.316

Geometry as XYZ:
```
9
Properties=species:S:1:pos:R:3:forces:R:3
C 0.54426 -0.30949 -1.28730 -2.2 -0.9 1.2
C 0.13689 0.46376 1.28284 1.6 -2.1 0.0
O -0.62312 0.08562 -1.57534 -1.0 0.0 1.1
F 0.69045 1.43042 1.99379 -0.2 0.2 -0.2
F 0.31401 -0.67651 2.08709 -0.5 1.3 -1.0
I 1.06466 -2.37864 -1.15116 -0.3 0.8 0.2
I -2.06999 0.79752 1.04847 -0.4 0.1 0.1
H 1.26160 0.29178 -1.71585 2.3 1.1 -0.4
H -1.31876 0.29555 -0.68255 0.6 -0.5 -1.1
```
Positions in Å, forces in eV/Å.

natural (NBO) atomic charge list, values in e, 2 entries:
1 C 0.21
2 C 0.44